Version 1
Below is one molecule with the formula C3H6N4O, with properties calculated with ωB97M-V with the def2-TZVPD basis set.

Calculated values
Orbital gap, eV: 9.2
SMILES: [H]/N=c1\c(N)con1N
HOMO level, eV: -8.4

Cartesian coordinates (Å):
H: -0.2994 2.5482 -0.2533
N: 0.4891 1.9358 -0.1678
C: 0.2539 0.6913 -0.3407
C: -0.9710 -0.2325 -0.1642
N: -2.3154 0.1694 0.0330
C: -0.3849 -1.4403 0.0447
O: 0.8752 -1.5467 -0.4676
N: 1.2953 -0.2726 -0.5410
N: 2.3395 -0.0631 0.3029
H: -2.9519 0.2969 -0.7797
H: -2.6008 -0.5336 0.7118
H: -0.7306 -2.3673 0.4664
H: 2.9491 0.6600 -0.0620
H: 2.0521 0.1544 1.2176

---

Version 2
Below is a 3-piece molecular cluster, C3H6N4O overall, with properties calculated with ωB97M-V with the def2-TZVPD basis set.

Calculated values
Orbital gap, eV: 9.0
HOMO level, eV: -9.2

Cartesian coordinates (Å):
C: -0.2557 -2.1166 0.5520
C: 0.4047 0.7031 -1.5105
C: 1.0393 2.2065 0.1533
H: 0.3817 -1.6553 1.3482
H: -1.5742 -2.5834 1.2463
H: 0.6414 -3.3716 0.0276
H: -1.8460 -0.5633 0.1907
H: 0.4685 0.4270 -2.5236
H: -0.6773 1.4343 1.1258
N: -0.9422 -0.8975 -0.2420
N: -0.3444 0.3848 -0.4510
N: 1.1862 1.8020 -1.2637
N: 0.0459 1.0921 0.6603
O: 1.4722 3.1379 0.6865

---

Preferred: version 1; penalty for the next structure: 80.5 kcal/mol.

---

Version 1
Below is one molecule with the formula C3H6N4O, with properties calculated with ωB97M-V with the def2-TZVPD basis set.

Calculated values
Orbital gap, eV: 9.7
SMILES: [H]/N=C(/N)O/C=N\N=C
HOMO level, eV: -9.2

Cartesian coordinates (Å):
H: 0.1046 -2.1602 1.0332
N: -0.7043 -1.5747 0.5275
C: -0.4867 -1.2224 -0.6625
N: -1.4761 -0.8973 -1.7436
O: 0.8611 -0.8705 -0.9725
C: 1.5428 0.2410 -0.3980
N: 1.0698 1.2720 0.3326
N: -0.2555 1.5549 0.7281
C: -0.2847 1.6510 2.1210
H: -2.4853 -1.4049 -1.7356
H: -1.5407 0.0554 -1.8837
H: 2.6585 0.3886 -0.3517
H: -1.1924 1.8895 2.6335
H: 0.5016 1.6937 2.8093

---

Version 2
Below is one molecule with the formula C3H6N4O, with properties calculated with ωB97M-V with the def2-TZVPD basis set.

Calculated values
Orbital gap, eV: 9.0
SMILES: [H]/N=c1/occ(N)n1N
HOMO level, eV: -8.5

Cartesian coordinates (Å):
H: 2.2305 1.3368 0.0669
N: 2.3421 0.2759 0.0247
C: 1.1989 -0.1426 -0.1123
O: 0.8658 -1.4839 0.2825
C: -0.4495 -1.5327 -0.1886
C: -1.0584 -0.3465 -0.1569
N: -2.3420 0.2247 0.1460
N: 0.0694 0.6140 -0.4549
N: -0.0541 1.8858 0.2235
H: -1.0642 -2.4892 0.2269
H: -2.7196 0.2085 -0.8726
H: -2.8049 -0.4136 0.7666
H: -0.2839 2.6246 -0.3950
H: -0.5388 1.7310 1.1183

---

Version 3
Below is one molecule with the formula C3H6N4O, with properties calculated with ωB97M-V with the def2-TZVPD basis set.

Calculated values
Orbital gap, eV: 9.0
SMILES: [H]/N=c1\c(N)c[nH]n1O
HOMO level, eV: -8.3

Cartesian coordinates (Å):
H: -0.2147 2.4096 -0.6343
N: 0.5777 1.9169 -0.2597
C: 0.2772 0.7291 0.0226
C: -0.9417 -0.1656 0.0514
N: -2.2694 0.3209 0.1679
C: -0.3216 -1.3853 -0.2160
N: 1.0485 -1.4904 0.0697
N: 1.2250 -0.0969 0.3948
O: 2.6668 0.1536 0.1888
H: -2.9056 -0.4902 0.1959
H: -2.3269 0.8549 1.1695
H: -0.9933 -2.2262 -0.5160
H: 1.6564 -1.7048 -0.7953
H: 2.5216 1.1743 0.1608

---

Version 4
Below is one molecule with the formula C3H6N4O, with properties calculated with ωB97M-V with the def2-TZVPD basis set.

Calculated values
Orbital gap, eV: 9.8
SMILES: COc1cnnn1N
HOMO level, eV: -9.1

Cartesian coordinates (Å):
C: -2.5748 -0.1813 0.2294
O: -1.4465 0.4685 -0.2340
C: -0.3083 -0.1822 -0.1590
C: 0.2109 -1.4421 -0.2753
N: 1.5009 -1.4349 0.0646
N: 1.8730 -0.1991 0.2458
N: 0.7848 0.5812 0.1047
N: 0.7437 1.9117 -0.0934
H: -2.3808 -1.2071 0.4915
H: -3.1215 0.1680 1.0520
H: -3.2599 -0.1051 -0.5826
H: -0.2980 -2.3626 -0.1684
H: 1.6213 2.1478 -0.7124
H: 0.7276 2.4323 0.7705

---

Preferred: version 4; penalty for the next structure: 8.1 kcal/mol.

---

Version 1
Below is one molecule with the formula C3H6N4O, with properties calculated with ωB97M-V with the def2-TZVPD basis set.

Calculated values
Orbital gap, eV: 8.5
SMILES: [H]/N=c1/[nH]nc(O)n1C
HOMO level, eV: -8.0

Cartesian coordinates (Å):
H: 2.4897 0.6573 -0.0184
N: 2.2909 -0.3300 0.0415
C: 1.0582 -0.6205 -0.0650
N: 0.4912 -1.8753 -0.0828
N: -0.9018 -1.8680 0.0528
C: -1.1571 -0.5923 0.0397
O: -2.3651 -0.0109 -0.0152
N: -0.0529 0.2331 -0.0561
C: 0.0394 1.6813 -0.0010
H: 1.0108 -2.6933 0.1326
H: -3.0674 -0.7110 -0.1247
H: -0.9851 2.1314 0.0101
H: 0.6451 2.0217 -0.8628
H: 0.5041 1.9766 0.9494

---

Version 2
Below is one molecule with the formula C3H6N4O, with properties calculated with ωB97M-V with the def2-TZVPD basis set.

Calculated values
Orbital gap, eV: 9.7
SMILES: NCc1[nH]nnc1O
HOMO level, eV: -8.9

Cartesian coordinates (Å):
N: -0.8755 1.9738 0.4498
C: 0.3841 1.3564 0.2762
C: 0.3593 -0.0990 -0.2598
N: 1.3106 -0.7812 -0.9710
N: 1.0518 -2.0523 -1.1370
N: 0.0090 -2.3154 -0.4258
C: -0.4830 -1.1147 0.1054
O: -1.4405 -1.1428 1.0374
H: -1.3186 1.8578 -0.4431
H: -1.5117 1.4459 1.0837
H: 1.0966 1.3603 1.1527
H: 1.0097 1.9491 -0.4900
H: 2.0525 -0.3656 -1.5935
H: -1.6443 -2.0721 1.2151

---

Version 3
Below is C3H6N4O as an isolated structure, with properties calculated with ωB97M-V with the def2-TZVPD basis set.

Calculated values
Orbital gap, eV: 10.0
HOMO level, eV: -9.4

Cartesian coordinates (Å):
C: 2.0421 0.0221 0.7277
C: 1.1839 -0.4080 -0.6484
C: -0.9039 0.2840 -0.3837
H: 1.2962 0.5090 1.8095
H: 3.0541 0.9318 0.6173
H: 2.4221 -1.3407 1.2456
H: 1.8259 -0.8287 -1.8053
H: 0.3130 -1.3153 -0.4492
H: -2.1604 2.0442 -0.4466
N: 0.1650 0.7846 -0.7758
N: -2.0238 1.0081 -0.0288
N: -3.0074 0.2762 0.3276
N: -2.7419 -0.9454 0.2180
O: -1.4649 -1.0219 -0.4078

---

Version 4
Below is one molecule with the formula C3H6N4O, with properties calculated with ωB97M-V with the def2-TZVPD basis set.

Calculated values
Orbital gap, eV: 9.7
SMILES: [H]/N=C/N/C(N)=N\C=O
HOMO level, eV: -9.6

Cartesian coordinates (Å):
H: -1.6759 -3.1735 0.6344
N: -1.7964 -2.0479 0.6769
C: -0.8534 -1.4211 -0.0530
N: -0.7760 0.1421 0.1412
C: 0.1823 0.9800 0.0900
N: 0.2347 2.0083 1.0472
N: 0.8528 1.3028 -0.8930
C: 1.2139 0.2241 -1.6854
O: 1.2815 -1.0381 -1.4303
H: -0.0280 -1.9793 -0.4795
H: -1.2594 0.3421 1.2917
H: -0.5785 1.9495 1.9921
H: 1.3691 2.2842 1.2449
H: 1.8333 0.4266 -2.5772

---

Preferred: version 1; penalty for the next structure: 22.6 kcal/mol.